Entry 1:
76
Properties=species:S:1:pos:R:3:forces:R:3:lowdin_charge:R:1 method="wB97M-V/def2-TZVPD" charge=-1 e_above_lowest_kj_mol=2.78 homo_lumo_gap_ev="5.60 / 5.41" s2=0.927 multiplicity=2 total_energy_ev=-283885.967
Co -0.274 0.205 1.634 -0.7 0.1 0.3 -0.26
S -1.637 -1.511 0.724 -0.1 -0.1 0.0 0.62
C -1.857 -2.342 -0.794 0.4 0.5 0.4 -0.70
C -2.985 -3.162 -0.887 -0.2 -0.2 -0.2 -0.14
C -3.268 -3.845 -2.050 0.0 0.0 0.1 -0.11
C -2.419 -3.735 -3.141 0.0 -0.1 -0.2 -0.12
C -1.301 -2.924 -3.055 0.2 0.0 -0.3 -0.12
C -1.007 -2.209 -1.903 -0.1 -0.1 0.1 -0.40
As 0.536 -1.014 -1.745 -0.4 -0.4 -0.3 1.38
C 1.410 -1.503 -3.442 0.0 0.0 0.1 -0.40
C 2.516 -2.343 -3.340 -0.1 0.1 0.3 -0.13
C 3.180 -2.789 -4.468 0.1 -0.1 -0.1 -0.10
C 2.751 -2.393 -5.724 0.1 0.0 -0.1 -0.11
C 1.663 -1.543 -5.840 0.0 0.0 -0.2 -0.09
C 1.000 -1.104 -4.708 -0.2 0.2 0.1 -0.13
C -0.365 0.610 -2.356 0.1 0.1 0.0 -0.38
C -1.710 0.860 -2.111 -0.1 -0.3 0.2 -0.09
C -2.284 2.060 -2.487 0.0 0.1 0.0 -0.08
C -1.520 3.030 -3.112 0.0 0.2 -0.1 -0.11
C -0.174 2.802 -3.343 0.0 0.1 -0.2 -0.12
C 0.400 1.604 -2.961 0.2 -0.2 0.1 -0.15
H -3.630 -3.245 -0.026 0.0 0.0 0.1 0.09
H -4.148 -4.470 -2.106 -0.1 -0.1 0.0 0.09
H -2.630 -4.273 -4.055 0.0 0.0 -0.1 0.09
H -0.641 -2.846 -3.911 -0.1 0.0 0.0 0.08
H 2.850 -2.647 -2.352 0.0 0.0 -0.1 0.09
H 4.036 -3.443 -4.374 0.0 -0.1 0.0 0.09
H 3.261 -2.744 -6.610 0.1 0.0 -0.1 0.09
H 1.331 -1.225 -6.820 0.0 0.0 0.0 0.10
H 0.146 -0.444 -4.807 0.0 0.0 0.0 0.11
H -2.313 0.127 -1.591 0.0 -0.1 0.0 0.09
H -3.328 2.246 -2.274 -0.1 0.0 0.0 0.11
H -1.968 3.972 -3.399 0.0 0.1 0.0 0.10
H 0.430 3.565 -3.814 0.1 0.1 0.0 0.10
H 1.462 1.436 -3.119 0.0 0.0 -0.1 0.10
O -2.654 -1.624 3.963 0.1 -0.4 -0.2 -0.12
C -3.269 -0.575 4.638 -0.2 0.5 0.3 -0.28
C -2.318 0.555 5.114 -0.2 0.0 0.0 -0.57
C -2.899 1.073 6.453 -0.1 -0.6 -0.2 -0.25
O -2.281 2.224 6.971 0.5 0.5 0.2 -0.07
C -2.274 1.735 4.141 0.2 0.2 -0.5 -0.52
Se -2.396 1.285 2.210 0.5 -0.1 0.2 0.63
C -0.928 -0.014 5.386 0.2 0.0 -0.3 -0.50
Se 0.342 -0.291 3.878 0.1 0.1 0.3 0.67
H -2.315 -1.310 3.109 -0.1 0.0 0.0 -0.05
H -3.725 -1.039 5.519 -0.1 0.0 0.1 0.12
H -4.069 -0.121 4.033 0.0 0.0 0.1 0.10
H -2.860 0.260 7.197 0.0 0.0 -0.1 0.12
H -3.947 1.351 6.307 0.0 -0.1 0.0 0.13
H -1.325 2.080 6.981 -0.2 0.0 0.0 0.08
H -1.350 2.304 4.274 -0.2 0.0 0.1 0.05
H -3.120 2.402 4.324 0.1 0.0 0.0 0.05
H -1.024 -1.000 5.848 0.0 0.1 0.0 0.06
H -0.376 0.644 6.065 0.0 -0.1 0.0 0.04
C 0.637 3.962 -0.444 0.4 0.1 -0.1 -0.05
C -0.087 2.929 0.152 0.0 -0.5 0.1 -0.11
N 0.469 1.782 0.523 -0.2 0.4 -0.2 0.07
C 1.793 1.620 0.312 0.3 0.8 -0.3 -0.15
C 2.618 2.620 -0.266 -1.3 0.0 0.3 -0.15
C 1.986 3.819 -0.665 -0.1 -0.4 0.3 -0.01
C 3.999 2.377 -0.387 1.2 -1.0 0.2 -0.03
C 4.548 1.189 0.030 0.1 1.3 -0.6 -0.02
C 3.751 0.158 0.569 -0.9 -0.7 0.4 -0.15
C 4.248 -1.094 0.990 -0.6 0.1 0.0 0.00
C 3.363 -2.026 1.494 0.6 0.1 -0.4 -0.04
C 2.005 -1.740 1.551 -0.7 0.8 -0.3 -0.16
N 1.504 -0.559 1.173 0.7 -0.4 1.0 -0.08
C 2.359 0.376 0.712 0.6 -0.4 -0.1 -0.19
H 0.120 4.866 -0.727 -0.1 0.0 -0.1 0.11
H -1.150 3.027 0.326 0.0 -0.1 0.2 0.06
H 2.567 4.602 -1.131 0.1 0.1 0.0 0.11
H 4.628 3.155 -0.803 0.0 0.0 0.0 0.11
H 5.614 1.023 -0.056 0.1 0.0 0.0 0.11
H 5.302 -1.313 0.890 0.1 0.0 0.1 0.11
H 3.709 -2.993 1.823 0.0 -0.1 0.0 0.11
H 1.290 -2.479 1.887 -0.1 0.1 0.1 0.10

Entry 2:
85
Properties=species:S:1:pos:R:3:forces:R:3:lowdin_charge:R:1 method="wB97M-V/def2-TZVPD" charge=+2 homo_lumo_gap_ev=7.86 s2=0.751 multiplicity=2 total_energy_ev=-157269.082
Yb -0.506 -0.424 0.468 0.0 0.7 -0.5 1.77
N 3.312 2.514 -0.431 0.0 0.1 0.0 0.14
C 2.110 1.963 -0.605 0.0 0.0 0.0 -0.17
N 1.334 1.554 0.348 -0.1 -0.3 0.5 0.06
C 1.750 1.736 1.674 -0.4 0.0 -0.2 -0.29
N 0.944 1.550 2.657 0.5 0.3 0.7 0.09
N -0.301 1.086 2.347 -0.4 -0.2 -0.8 -0.09
C -1.289 1.583 2.977 0.1 0.0 0.1 -0.04
C -2.638 1.084 2.705 -0.3 0.0 -0.1 -0.28
C -3.671 1.310 3.602 0.1 0.1 0.0 0.01
C -4.920 0.767 3.338 0.0 -0.1 -0.1 -0.02
C -5.097 0.038 2.174 0.0 0.1 0.1 -0.02
C -4.011 -0.130 1.327 0.0 0.0 -0.2 -0.13
N -2.807 0.372 1.577 0.4 -0.3 0.0 0.01
C 3.114 2.187 1.932 0.2 0.2 -0.2 -0.10
C 3.660 2.259 3.215 0.0 0.0 0.0 0.00
C 4.935 2.752 3.393 0.0 0.0 0.1 -0.04
C 5.684 3.185 2.299 -0.1 0.0 -0.1 -0.04
C 5.163 3.115 1.022 0.1 0.0 -0.1 0.00
C 3.880 2.613 0.843 -0.1 -0.1 0.3 -0.17
H 3.843 2.847 -1.221 -0.1 0.0 -0.1 0.17
H 1.774 1.840 -1.630 0.1 0.0 0.0 0.14
H -1.150 2.369 3.715 0.1 -0.1 0.1 0.14
H -3.495 1.879 4.506 0.0 0.0 0.0 0.13
H -5.737 0.906 4.032 0.0 0.0 0.0 0.12
H -6.053 -0.399 1.927 0.0 0.0 0.0 0.12
H -4.112 -0.703 0.412 0.0 0.0 0.0 0.12
H 3.059 1.927 4.050 0.0 0.0 0.0 0.12
H 5.356 2.815 4.387 0.0 0.0 0.0 0.12
H 6.679 3.580 2.449 0.0 0.0 0.0 0.12
H 5.746 3.442 0.169 0.0 0.0 0.0 0.12
Se 2.866 -3.038 -6.642 0.2 -0.2 -0.4 1.22
N 3.551 -2.757 -5.049 0.3 0.1 0.5 -0.22
C 2.604 -2.251 -4.297 -0.2 -0.1 -0.4 -0.34
C 2.784 -1.868 -2.914 0.0 0.1 0.3 -0.07
C 4.021 -1.975 -2.274 -0.2 0.0 0.0 0.04
C 4.133 -1.515 -0.982 0.1 0.0 -0.1 0.00
C 2.999 -1.011 -0.357 0.0 0.1 0.1 -0.15
N 1.798 -0.963 -0.917 -0.3 -0.2 0.0 0.05
C 1.690 -1.355 -2.201 0.3 -0.1 0.1 -0.14
C 0.398 -1.155 -2.861 -0.3 -0.1 -0.3 -0.14
N -0.596 -0.608 -2.136 0.0 0.0 0.3 0.02
C -1.751 -0.356 -2.741 -0.1 0.1 0.1 -0.15
C -2.000 -0.639 -4.079 0.0 0.0 0.0 -0.01
C -1.002 -1.226 -4.824 0.1 0.0 0.1 0.04
C 0.227 -1.486 -4.213 -0.3 0.1 0.2 -0.07
C 1.335 -2.067 -4.940 0.4 -0.1 -0.1 -0.34
N 1.278 -2.430 -6.198 -0.5 0.2 0.1 -0.22
H 4.857 -2.397 -2.816 0.0 0.0 0.0 0.13
H 5.076 -1.545 -0.453 0.0 0.0 0.0 0.12
H 3.077 -0.608 0.644 0.0 0.0 0.0 0.09
H -2.525 0.085 -2.124 0.0 0.0 0.0 0.10
H -2.963 -0.411 -4.513 0.0 0.0 0.0 0.12
H -1.137 -1.489 -5.865 0.0 0.0 0.0 0.13
B -1.734 -2.654 2.553 0.2 0.1 -0.2 -0.43
N -0.203 -2.872 2.541 0.0 -0.2 0.3 -0.10
C 0.490 -3.834 3.151 0.2 0.0 0.0 -0.05
C 1.839 -3.540 3.049 0.0 0.1 0.0 -0.03
C 1.872 -2.349 2.339 0.0 -0.1 0.0 -0.15
N 0.633 -1.945 2.017 0.0 0.3 -0.3 -0.07
N -2.244 -3.030 1.138 -0.3 -0.2 0.1 -0.09
C -2.959 -4.099 0.790 -0.1 0.0 -0.2 -0.05
C -3.015 -4.167 -0.595 0.0 0.0 0.0 -0.03
C -2.277 -3.073 -1.019 0.0 0.0 0.0 -0.14
N -1.814 -2.377 0.034 0.2 0.3 0.0 -0.09
H -2.252 -3.359 3.362 -0.1 0.0 0.1 0.09
H -1.895 -1.474 2.749 0.0 0.0 0.0 0.06
H -0.006 -4.666 3.622 -0.1 0.1 0.0 0.13
H 2.672 -4.088 3.452 0.0 0.0 0.0 0.11
H 2.742 -1.773 2.083 0.0 0.0 0.0 0.08
H -3.385 -4.748 1.537 0.1 0.0 0.0 0.13
H -3.514 -4.902 -1.201 0.0 0.0 0.0 0.11
H -2.062 -2.771 -2.030 0.0 0.0 0.0 0.09
C -2.183 4.834 -1.907 0.2 0.1 -0.1 -0.01
N -2.385 3.507 -1.322 -0.2 0.0 0.0 -0.15
C -3.744 3.012 -1.131 -0.1 -0.1 0.0 -0.01
C -1.350 2.753 -1.000 0.2 0.2 0.1 -0.29
O -1.424 1.612 -0.532 -0.1 -0.6 0.1 -0.16
H -3.147 5.311 -2.049 0.0 0.0 0.0 0.10
H -1.692 4.768 -2.878 0.0 0.0 0.0 0.10
H -1.585 5.463 -1.248 0.0 0.0 0.0 0.10
H -4.400 3.839 -0.872 0.0 0.0 0.0 0.10
H -3.752 2.282 -0.326 0.0 0.0 0.0 0.07
H -4.121 2.543 -2.043 0.0 0.0 0.0 0.10
H -0.380 3.240 -1.170 0.0 0.0 0.0 0.14

Entry 3:
82
Properties=species:S:1:pos:R:3:forces:R:3:lowdin_charge:R:1 method="wB97M-V/def2-TZVPD" charge=-2 e_above_lowest_kj_mol=185.63 homo_lumo_gap_ev="2.27 / 4.66" s2=0.758 multiplicity=2 total_energy_ev=-141975.202
Hg -0.246 0.705 0.543 -0.1 1.0 -0.2 1.20
O 1.819 0.211 0.247 0.8 -0.4 -0.4 -0.21
C 2.313 -0.861 -0.268 -0.1 -0.1 -0.2 -0.40
C 3.629 -1.261 0.097 0.1 0.0 0.1 -0.06
C 4.218 -2.402 -0.397 -0.1 0.0 0.0 -0.13
C 3.531 -3.231 -1.290 0.1 -0.1 -0.1 -0.13
C 2.252 -2.876 -1.672 -0.1 0.1 0.0 -0.07
C 1.640 -1.711 -1.209 0.3 0.0 0.2 -0.17
C 0.291 -1.354 -1.644 -0.3 0.1 -0.1 -0.18
N -0.561 -2.187 -2.081 0.3 -0.2 0.0 0.06
C -1.926 -1.792 -2.368 -0.2 0.2 0.1 -0.22
C -2.526 -0.543 -1.670 0.1 -0.1 0.0 -0.23
N -2.192 -0.461 -0.269 -0.2 -0.2 0.0 -0.03
C -3.142 -0.501 0.595 0.1 -0.1 -0.1 -0.11
C -3.014 -0.590 2.025 0.1 0.1 0.2 -0.17
C -4.201 -0.552 2.777 0.1 0.0 -0.1 -0.08
C -4.203 -0.661 4.145 -0.2 0.0 0.1 -0.13
C -2.981 -0.829 4.813 0.1 0.0 -0.1 -0.11
C -1.800 -0.847 4.118 0.0 0.0 0.1 -0.03
C -1.752 -0.713 2.701 0.0 -0.1 -0.2 -0.39
O -0.621 -0.746 2.094 -0.4 -1.1 1.0 -0.19
H 4.154 -0.633 0.809 -0.1 0.0 0.0 0.11
H 5.224 -2.666 -0.084 0.0 0.0 0.0 0.09
H 3.990 -4.133 -1.677 0.0 0.0 0.0 0.08
H 1.702 -3.487 -2.378 0.0 0.0 0.0 0.10
H 0.060 -0.287 -1.563 -0.1 0.0 0.0 0.06
H -2.542 -2.657 -2.101 0.0 0.0 0.0 0.10
H -2.029 -1.660 -3.454 -0.1 0.0 0.0 0.10
H -3.617 -0.583 -1.813 0.0 0.0 -0.1 0.11
H -2.168 0.356 -2.168 0.0 0.1 0.0 0.07
H -4.182 -0.505 0.232 0.0 -0.1 0.0 0.12
H -5.139 -0.418 2.247 0.0 0.0 0.0 0.10
H -5.127 -0.589 4.705 0.0 0.0 0.0 0.08
H -2.970 -0.931 5.893 0.0 0.1 0.0 0.09
H -0.849 -0.933 4.627 0.0 0.0 0.0 0.10
C 7.486 -0.342 -2.287 0.0 0.2 -0.1 -0.11
C 6.705 0.960 -2.460 -0.1 -0.2 0.1 -0.23
C 5.265 0.842 -1.961 0.3 0.3 -0.1 -0.21
N 4.459 0.065 -2.874 -0.3 -0.4 -0.2 0.04
C 3.185 0.344 -3.208 0.2 0.8 0.2 -0.83
S 2.370 1.702 -2.731 0.1 -0.2 -0.1 0.76
N 2.607 -0.582 -4.079 0.4 -0.4 -0.4 0.11
C 3.307 -1.358 -5.006 -0.7 -0.1 0.9 -0.42
O 3.006 -2.518 -5.191 0.0 0.0 -0.3 0.10
C 4.326 -0.663 -5.824 0.8 0.4 -0.8 -0.14
C 5.232 -1.434 -6.558 -0.3 -0.1 0.4 -0.02
C 6.099 -0.845 -7.457 0.2 0.1 -0.2 -0.09
C 6.081 0.530 -7.650 -0.2 -0.1 0.2 -0.09
C 5.198 1.309 -6.911 0.2 0.1 -0.2 -0.08
C 4.336 0.725 -6.003 -0.3 -0.3 0.2 -0.02
H 8.527 -0.219 -2.591 0.0 -0.1 0.0 0.06
H 7.055 -1.147 -2.886 0.0 0.0 0.0 0.06
H 7.468 -0.653 -1.241 0.0 -0.1 0.0 0.07
H 6.695 1.253 -3.513 0.0 0.1 0.0 0.10
H 7.196 1.754 -1.893 0.0 0.0 0.0 0.10
H 4.796 1.820 -1.880 0.0 0.0 0.0 0.08
H 5.250 0.376 -0.972 -0.1 0.0 0.0 0.10
H 4.762 -0.879 -3.066 0.0 -0.1 0.2 0.13
H 1.701 -0.942 -3.807 0.1 -0.1 0.1 0.13
H 5.225 -2.506 -6.406 0.0 0.0 -0.1 0.12
H 6.789 -1.454 -8.028 0.0 0.0 0.0 0.10
H 6.739 0.990 -8.376 0.0 0.0 0.0 0.10
H 5.174 2.381 -7.059 0.0 0.0 0.0 0.10
H 3.640 1.344 -5.452 0.0 0.0 0.0 0.10
Br -2.740 5.503 -4.476 0.0 -0.1 0.0 0.69
C -1.949 4.287 -3.243 0.2 0.0 0.2 -0.68
C -1.402 3.098 -3.699 -0.1 0.2 -0.1 -0.12
C -0.838 2.258 -2.755 0.0 0.1 0.1 -0.23
N -0.795 2.520 -1.450 0.1 0.1 -0.5 0.05
C -1.286 3.689 -1.043 0.0 -0.1 0.5 -0.11
C -1.878 4.608 -1.899 -0.1 0.1 -0.4 -0.10
H -1.404 2.840 -4.749 0.0 0.0 0.0 0.10
H -0.363 1.341 -3.079 -0.1 -0.1 0.0 0.05
H -1.205 3.896 0.017 -0.1 -0.2 0.0 0.09
H -2.271 5.539 -1.517 0.0 0.0 0.0 0.10
O -0.920 2.294 1.756 -0.1 0.9 0.7 -0.42
N -2.263 2.480 1.597 -0.3 -0.4 -1.4 -0.15
C -2.900 2.990 2.687 -0.1 0.4 1.0 -0.41
C -2.315 3.295 3.939 0.2 -0.1 -0.1 -0.29
N -1.843 3.570 4.968 -0.1 0.0 -0.1 0.05
C -4.276 3.279 2.581 0.0 0.0 -0.1 -0.31
N -5.408 3.545 2.515 0.0 -0.1 -0.1 0.04